# C39H47FeN5OPS

C39H47FeN5OPS as an isolated structure (wB97M-V/def2-TZVPD, OMol25).

Values from the calculation:
Net charge ... -1
Spin multiplicity ... 5
Total energy ... -3866.60095 a.u.
HOMO energy (alpha / beta) ... -3.246 / -4.152 eV
LUMO energy (alpha / beta) ... 2.472 / 1.857 eV
Kohn-Sham gap (alpha / beta) ... 0.2101 / 0.2208 Eh

Last column: Mulliken charge in e.
Cartesian coordinates (Å):
Fe: 0.16788 0.47711 -0.30803  -1.068
C: -4.29440 3.10659 1.44380  -0.720
C: -3.85169 2.67236 0.19856  -0.800
C: -2.85141 1.72346 0.09568  0.313
C: -2.25138 1.16588 1.23685  -0.208
C: -2.70020 1.61995 2.48697  -0.335
C: -3.70415 2.57117 2.58125  -0.731
N: -1.19902 0.28695 1.06576  0.683
C: -0.91851 -0.72529 1.97363  -0.467
C: -1.83245 -1.30435 2.85805  0.055
C: -1.46416 -2.37110 3.67142  -0.863
C: -0.17863 -2.89905 3.62354  -0.598
C: 0.74857 -2.36351 2.74405  -0.697
C: 0.38974 -1.29387 1.92200  0.643
N: 1.17526 -0.70984 0.97687  1.412
N: 2.39894 -1.10306 0.70288  -1.500
C: 2.87473 -0.41435 -0.35437  0.174
C: 4.18809 -0.64202 -0.82513  -0.737
C: 4.64258 0.04329 -1.91843  -0.243
C: 3.81309 0.98103 -2.55448  -0.877
C: 2.55069 1.17416 -2.04181  -0.185
N: 2.07933 0.50024 -0.99290  0.404
H: -5.08036 3.84688 1.52563  0.381
H: -4.28753 3.08291 -0.70520  0.379
H: -2.48812 1.40820 -0.87567  0.199
H: -2.22507 1.25042 3.38577  0.557
H: -4.01646 2.91162 3.56220  0.359
H: -2.84914 -0.93655 2.88652  0.519
H: -2.19947 -2.80412 4.33947  0.375
H: 0.09286 -3.73173 4.26085  0.377
H: 1.75205 -2.75995 2.66343  0.481
H: 4.79500 -1.36888 -0.30414  0.506
H: 5.64444 -0.13472 -2.29068  0.355
H: 4.14581 1.54497 -3.41386  0.420
H: 1.86512 1.89583 -2.47082  0.516
C: 0.01963 -0.45074 -4.91873  -1.911
C: -1.32517 -0.76204 -4.24954  2.348
C: -2.22349 -1.45589 -5.27737  -1.965
C: -1.91295 0.61076 -3.88733  -1.750
P: -1.00207 -1.69504 -2.62164  -1.552
N: -0.45865 -0.73544 -1.56029  1.348
C: -2.63736 -2.48585 -2.04399  3.006
C: -3.74138 -1.42009 -2.10162  -1.966
C: -2.48766 -2.80364 -0.54710  -2.474
C: -3.11780 -3.73487 -2.78663  -2.098
C: 0.24879 -3.09217 -2.96054  2.806
C: 1.65797 -2.48084 -2.99161  -2.509
C: 0.24614 -4.02428 -1.73961  -2.033
C: 0.03620 -3.93214 -4.22308  -2.038
H: -0.14973 0.28229 -5.71385  0.624
H: 0.47355 -1.32677 -5.37643  0.293
H: 0.72188 -0.01957 -4.20339  0.199
H: -2.25663 -0.84240 -6.18414  0.524
H: -3.24780 -1.57116 -4.92915  0.289
H: -1.84796 -2.43870 -5.56053  0.252
H: -1.95367 1.22372 -4.79395  0.568
H: -1.27619 1.11078 -3.15690  0.192
H: -2.91808 0.55511 -3.48070  0.289
H: -3.43080 -0.51360 -1.57910  0.165
H: -4.62522 -1.81124 -1.58841  0.647
H: -4.04404 -1.16659 -3.11486  0.282
H: -2.05865 -1.95294 -0.02073  0.547
H: -1.87304 -3.67640 -0.34877  0.280
H: -3.48118 -3.00138 -0.13183  0.617
H: -3.23508 -3.57421 -3.85803  0.256
H: -4.09683 -4.02029 -2.38737  0.532
H: -2.45278 -4.58420 -2.63853  0.318
H: 1.78228 -1.77949 -2.16919  0.778
H: 1.88504 -1.96928 -3.92222  0.320
H: 2.39101 -3.28502 -2.87300  0.569
H: 0.34202 -3.45505 -0.81279  0.252
H: 1.10508 -4.69782 -1.81702  0.666
H: -0.64620 -4.64370 -1.68813  0.334
H: 0.16576 -3.35036 -5.13470  0.289
H: -0.94425 -4.40408 -4.25690  0.272
H: 0.78637 -4.72998 -4.24103  0.536
C: 0.10344 8.27116 4.04440  -0.913
C: -0.28253 9.51552 3.28822  0.631
O: -0.42482 10.58823 3.81968  -0.569
S: -0.57069 9.42692 1.53014  -0.145
C: -0.33729 7.71491 1.12312  -0.474
C: 0.88059 7.28570 0.60590  -0.243
C: 1.07002 5.95135 0.28964  -0.665
C: 0.04956 5.01498 0.49012  -0.154
C: -1.17690 5.46322 1.00359  -0.006
C: -1.36998 6.79832 1.30506  -0.173
C: 0.21952 3.63542 0.17464  -0.003
C: 0.19207 2.44151 -0.05814  -0.071
H: 0.69851 8.57807 4.90244  0.332
H: 0.63867 7.54697 3.43752  0.314
H: -0.80896 7.79750 4.41249  0.250
H: 1.67929 8.00204 0.45965  0.401
H: 2.01575 5.61367 -0.11322  0.474
H: -1.97191 4.74196 1.15368  0.359
H: -2.32440 7.13800 1.68825  0.470

=====

# C16H21BO2

An isolated molecule of C16H21BO2 (wB97M-V/def2-TZVPD, OMol25).

Values from the calculation:
Net charge ... 0
Energy relative to the best compared isomer or geometry (same formula, charge and spin) ... 0.0 kJ/mol
Total energy ... -797.62595 a.u.
HOMO energy ... -9.193 eV
LUMO energy ... 0.721 eV
Structure (SMILES) ... CC1(C)[C@@H]2C[C@H]3OB(c4ccccc4)O[C@@]3(C)[C@H]1C2
Kohn-Sham gap ... 0.3644 Eh

Last column: Mulliken charge in e.
Cartesian coordinates (Å):
C: -0.44305 3.05369 2.06840  -1.880
C: -0.57824 1.60646 2.54364  1.777
C: -1.14706 1.59049 3.99065  -1.611
C: 0.78470 0.79011 2.45908  -0.194
C: 1.63705 1.08924 1.26134  -1.199
C: 0.84366 1.06179 -0.04597  -0.435
O: 1.33955 0.27238 -1.09874  -0.568
B: 0.39714 -0.77480 -1.29451  0.900
C: 0.56059 -1.87301 -2.54840  0.270
C: 1.28654 -1.67199 -3.68971  -0.325
C: 1.50852 -2.64016 -4.63694  -0.628
C: 0.80464 -3.83758 -4.52587  -0.252
C: 0.06600 -4.07853 -3.41233  -0.434
C: -0.05765 -3.14745 -2.38240  -0.517
O: -0.78822 -0.69158 -0.49720  -0.581
C: -0.72969 0.58959 0.12266  1.258
C: -1.52803 1.54556 -0.77876  -1.468
C: -1.12009 0.44621 1.58465  -0.806
C: -0.15850 -0.45832 2.28402  -1.058
H: -1.50083 3.41522 1.93215  0.347
H: -0.02808 3.81757 2.74285  0.328
H: 0.15231 3.11377 1.17965  0.330
H: -1.57720 0.66719 4.25813  0.440
H: -2.05611 2.15683 3.98423  0.454
H: -0.35193 1.87549 4.79101  0.250
H: 1.38913 0.91628 3.39821  0.463
H: 2.38321 0.27271 1.16352  0.448
H: 2.13662 2.14567 1.38831  0.278
H: 0.86506 2.06012 -0.44606  0.464
H: 1.52652 -0.68403 -3.91640  0.404
H: 1.98293 -2.45752 -5.60868  0.305
H: 0.86386 -4.74728 -5.16965  0.282
H: -0.41093 -5.05381 -3.33140  0.322
H: -0.41951 -3.44265 -1.45322  0.403
H: -1.90885 2.40265 -0.14872  0.310
H: -2.32863 0.84111 -1.14718  0.368
H: -0.85008 1.76520 -1.56786  0.383
H: -2.16626 0.30123 1.67312  0.616
H: -0.53888 -0.88444 3.23275  0.353
H: 0.15980 -1.35342 1.64160  0.204

=====

# C3H3ClNO

An isolated ion of composition C3H3ClNO and charge +1 (wB97M-V/def2-TZVPD, OMol25).

Values from the calculation:
Net charge ... +1
Energy relative to the best compared isomer or geometry (same formula, charge and spin) ... 161.9 kJ/mol
Total energy ... -705.87049 a.u.
HOMO energy ... -16.463 eV
LUMO energy ... -7.489 eV
Structure (SMILES) ... O=[N+]1C=C[C@H]1Cl
Kohn-Sham gap ... 0.3298 Eh

Last column: Mulliken charge in e.
Cartesian coordinates (Å):
O: 0.87252 1.96427 0.08374  -0.337
N: 0.26427 0.96138 0.06323  0.539
C: -0.89316 0.52034 -0.55654  -0.207
C: -0.66503 -0.77909 -0.23509  -0.296
C: 0.58259 -0.44076 0.54591  0.158
Cl: 2.09993 -1.07882 -0.07143  -0.048
H: -1.64326 1.08914 -1.08621  0.450
H: -1.11223 -1.72547 -0.48683  0.419
H: 0.49438 -0.51098 1.74322  0.322

=====

# C16H25N5O5Pd

C16H25N5O5Pd as an isolated structure (wB97M-V/def2-TZVPD, OMol25).

Values from the calculation:
Net charge ... 0
Spin multiplicity ... 3
Total energy ... -1402.18406 a.u.
HOMO energy (alpha / beta) ... -5.824 / -7.326 eV
LUMO energy (alpha / beta) ... -0.607 / -0.593 eV
Kohn-Sham gap (alpha / beta) ... 0.1917 / 0.2475 Eh

Last column: Mulliken charge in e.
Cartesian coordinates (Å):
O: -2.83986 -0.71966 4.63659  -0.568
H: -3.49264 -1.36399 4.92898  0.329
Pd: -0.29957 -0.22689 0.13573  0.074
N: -0.33369 -1.18522 -1.58640  -0.357
N: -2.22589 -0.60576 0.07903  0.491
O: 0.72776 -1.50125 -2.45659  -0.569
O: -3.23889 -0.19836 0.97088  -0.562
C: -1.50386 -1.55528 -1.96156  0.697
C: -2.62630 -1.15527 -1.00746  0.329
C: -1.84671 -2.30076 -3.25620  -1.706
C: -4.08035 -1.44647 -1.39681  -1.711
H: -0.99893 -2.86984 -3.63765  0.425
H: -2.14693 -1.59874 -4.03368  0.343
H: -2.65269 -3.01932 -3.11175  0.430
H: -4.78089 -0.78439 -0.88856  0.419
H: -4.34894 -2.46999 -1.13730  0.338
H: -4.25343 -1.30380 -2.46314  0.422
H: 1.50002 -1.12381 -2.01024  0.348
H: -2.73523 -0.00259 1.78476  0.349
O: -0.82567 1.70867 -1.15505  -0.652
H: -0.39255 0.84437 -1.43240  0.474
H: -1.36175 1.49047 -0.33041  0.360
C: -1.84819 -1.38323 3.94891  -0.539
H: -0.91567 -0.84173 3.87677  0.090
H: -2.20223 -1.88666 3.06054  0.281
H: -1.56448 -2.22022 4.58747  0.450
O: 0.78311 -2.19677 0.80730  -0.730
H: 0.19416 -2.13525 -0.00777  0.611
H: 1.33485 -1.35983 0.78799  0.393
C: 3.53772 2.02639 -3.77371  -0.414
C: 3.91944 0.85081 -3.12051  -0.736
C: 3.24920 0.42989 -1.95985  -0.019
C: 2.15459 1.16126 -1.46165  -0.223
C: 1.81646 2.37249 -2.12420  -0.147
C: 2.49121 2.79116 -3.26899  -0.823
N: 1.51827 0.84470 -0.20574  0.747
N: 1.55182 1.86257 0.53183  -0.680
C: 0.88642 1.81690 1.74189  0.223
C: 1.48371 2.54528 2.78514  -0.756
C: 1.65176 1.91665 4.01157  -0.290
C: 1.38797 0.55731 4.05848  -0.574
C: 0.79906 -0.05753 2.94245  -0.986
N: 0.24668 0.65124 1.90982  0.206
H: 4.06391 2.36446 -4.65685  0.383
H: 4.75140 0.27951 -3.50531  0.383
H: 3.58866 -0.46148 -1.44969  0.560
H: 1.04322 3.02482 -1.74435  0.404
H: 2.21150 3.72289 -3.74779  0.376
H: 1.99607 3.48349 2.61743  0.424
H: 2.16790 2.40159 4.83016  0.382
H: 1.70053 -0.03357 4.91229  0.420
H: 0.75795 -1.13926 2.94559  0.881

=====

# C12H17NO

A 2-piece molecular cluster, C12H17NO overall (wB97M-V/def2-TZVPD, OMol25).

Values from the calculation:
Net charge ... 0
Energy relative to the best compared isomer or geometry (same formula, charge and spin) ... 148.5 kJ/mol
Total energy ... -597.42816 a.u.
HOMO energy ... -7.812 eV
LUMO energy ... 0.874 eV
Structure (SMILES) ... CCc1c[nH]c2ccccc12.CCO
Kohn-Sham gap ... 0.3192 Eh

Last column: Mulliken charge in e.
Cartesian coordinates (Å):
C: -0.48116 1.29444 -2.65281  -1.201
C: -0.01321 1.85575 -1.29355  -0.388
C: -0.98465 1.63260 -0.18728  0.250
C: -2.24855 2.14179 -0.21920  -0.670
N: -2.99440 1.66114 0.82119  -0.044
C: -2.26565 0.74209 1.51425  -0.425
C: -2.65780 -0.11817 2.51468  -0.637
C: -1.68201 -0.96103 3.03707  -0.544
C: -0.42635 -1.03644 2.44201  -0.511
C: 0.00219 -0.11991 1.47787  -0.204
C: -0.96458 0.73645 0.93299  1.036
H: -0.70462 0.23537 -2.53554  0.300
H: 0.36828 1.37403 -3.32342  0.379
H: -1.37638 1.80218 -3.01993  0.382
H: 0.96918 1.41090 -1.13254  0.054
H: 0.24672 2.89750 -1.49358  0.336
H: -2.72911 2.74723 -0.97679  0.404
H: -3.99500 1.71875 0.90537  0.222
H: -3.67346 -0.34147 2.80074  0.328
H: -1.91155 -1.69280 3.80782  0.351
H: 0.38415 -1.64012 2.84255  0.349
H: 0.96823 -0.32848 1.03226  0.198
C: 2.69490 -1.03721 -1.43777  -0.987
C: 3.23998 -1.92998 -0.35967  -0.199
O: 2.87429 -3.29889 -0.67045  -0.530
H: 1.60431 -1.08331 -1.50802  0.192
H: 2.97032 -1.40491 -2.42864  0.430
H: 2.98259 0.00784 -1.32066  0.306
H: 4.33929 -1.91101 -0.35472  0.240
H: 2.93566 -1.67781 0.64672  0.277
H: 2.52841 -3.67653 0.13904  0.307

=====

# C3H3OP

An isolated molecule of C3H3OP (wB97M-V/def2-TZVPD, OMol25).

Values from the calculation:
Net charge ... 0
Energy relative to the best compared isomer or geometry (same formula, charge and spin) ... 168.9 kJ/mol
Total energy ... -532.61791 a.u.
HOMO energy ... -9.246 eV
LUMO energy ... -0.386 eV
Structure (SMILES) ... O=C1CC=P1
Kohn-Sham gap ... 0.3256 Eh

Last column: Mulliken charge in e.
Cartesian coordinates (Å):
O: 1.65343 -1.49301 0.22516  -0.535
C: 0.96558 -0.55024 -0.18643  0.448
C: -0.53606 -0.40863 -0.19198  -0.488
C: -0.29670 1.03169 0.33872  -0.220
P: 1.35040 1.32229 -0.07822  -0.029
H: -1.14444 -1.16082 0.26149  0.298
H: -0.94937 -0.48970 -1.18610  0.205
H: -1.04283 1.74843 0.81736  0.321